Entry 1:
Entry from the Open Molecules 2025 dataset: a molecular structure, C3H3N2O4 (ωB97M-V/def2-TZVPD).

```
12
Properties=species:S:1:pos:R:3:forces:R:3:nbo_charge:R:1
C 1.031 -0.325 -0.545 -1.259 0.785 3.110 0.03
C -0.390 -0.735 0.667 2.141 -3.798 -2.585 0.50
C -0.530 -2.405 0.825 1.010 2.064 -0.634 0.71
N 0.882 0.695 -1.286 1.384 -1.656 -0.578 -0.64
N -1.287 2.834 -0.443 -0.607 0.016 -0.102 -0.04
O -1.475 -2.980 0.353 -2.123 -0.360 -0.777 -0.72
O 0.490 -2.823 1.345 1.678 -0.217 1.077 -0.75
O -0.928 0.057 1.325 -0.654 2.369 0.814 -0.58
O -0.221 2.733 -0.993 -1.259 0.944 2.108 -0.22
H 2.000 -0.797 -0.164 -1.038 0.236 -1.053 0.16
H 1.776 0.953 -1.778 -0.805 -0.201 0.517 0.32
H -1.349 2.793 0.695 1.533 -0.183 -1.896 0.23
```
Positions in Å, forces in eV/Å.

As for the total energy: -14326.0219 eV. The value obtained for the highest occupied orbital energy is -3.687 eV. Its LUMO energy is 3.14 eV. The value obtained for the max |F| is 5.07 eV Å⁻¹. Its total charge is -1. For the energy relative to the best compared isomer or geometry (same formula, charge and spin), the calculation gives 497.6 kJ/mol. The gap between HOMO and LUMO is 0.251 Eh.


Entry 2:
Entry from the Open Molecules 2025 dataset: a molecular structure, CH15NO5 (ωB97M-V/def2-TZVPD).

```
22
Properties=species:S:1:pos:R:3:forces:R:3:nbo_charge:R:1
C -0.804 -1.183 -0.940 -1.928 -0.831 -0.404 -0.48
N -1.778 -0.382 -0.257 3.306 0.460 -0.601 -0.44
H -0.081 -1.572 -0.223 0.576 -0.453 0.652 0.31
H -1.306 -2.107 -1.345 0.365 0.304 0.373 0.27
H -0.273 -0.735 -1.744 0.070 0.770 -0.641 0.26
H -1.721 -0.603 0.739 -0.724 -0.555 1.423 0.42
H -1.461 0.615 -0.352 -0.588 0.423 -0.511 0.43
H 1.976 -0.702 0.122 0.319 0.612 -1.053 0.49
H 1.218 -0.808 1.435 1.123 -0.760 -0.419 0.49
O 1.965 -1.232 0.918 -1.663 -0.067 1.692 -0.92
H 2.491 0.364 -1.900 -0.342 -0.182 0.136 0.46
H 0.738 1.238 -0.929 0.309 -0.493 -0.121 0.50
O 1.705 0.169 -1.362 0.109 0.391 -0.285 -0.92
H 0.209 2.018 0.329 0.346 0.241 1.311 0.51
H 0.692 1.544 3.266 1.221 0.269 1.292 0.46
O 0.100 1.531 2.546 -1.113 -0.274 -1.220 -0.95
H -0.742 0.675 -3.359 0.112 0.088 0.321 -0.01
H -0.920 0.631 -4.068 -0.112 -0.039 -0.359 0.01
O -0.018 1.787 -0.562 -1.045 -0.177 -0.731 -0.90
H -0.986 -1.096 2.966 -0.381 -0.674 0.761 0.47
H -0.329 0.478 2.517 0.246 1.201 -0.314 0.46
O -0.676 -0.631 2.202 -0.206 -0.255 -1.302 -0.92
```
Positions in Å, forces in eV/Å.

As for the total energy: -12998.9959 eV. The value obtained for the highest occupied orbital energy is -9.919 eV. Its LUMO energy is -5.99 eV. The value obtained for the max |F| is 3.39 eV Å⁻¹. For the energy relative to the best compared isomer or geometry (same formula, charge and spin), the calculation gives 952.8 kJ/mol. The gap between HOMO and LUMO is 0.144 Eh.


Entry 3:
Entry from the Open Molecules 2025 dataset: 6 unconnected molecules or ions with the total composition C36H36O12 (ωB97M-V/def2-TZVPD).

```
84
Properties=species:S:1:pos:R:3:forces:R:3:lowdin_charge:R:1
C 2.786 21.582 49.497 3.579 -2.629 -2.538 -0.02
C 4.125 21.990 49.866 -6.777 3.476 1.784 0.03
C 4.211 23.134 50.650 1.748 -0.814 -0.205 -0.29
C 3.090 23.781 51.155 -0.671 -1.806 -0.692 -0.01
C 1.827 23.280 50.870 2.313 -0.631 -0.978 0.02
C 1.713 22.161 49.989 -4.045 3.102 1.729 -0.35
O 0.444 21.801 49.565 2.716 -2.130 -1.843 0.06
O 5.439 23.644 51.039 -7.908 6.340 2.481 0.12
H 2.706 20.780 48.658 -0.063 1.321 1.868 0.16
H 4.802 21.410 49.497 4.727 -2.842 -1.942 0.05
H 3.270 24.494 51.899 -0.023 1.333 0.703 0.11
H 1.030 23.833 51.250 -1.596 0.317 0.557 0.10
H -0.295 22.182 49.953 -1.483 1.498 1.603 0.07
H 6.047 23.110 50.830 7.475 -6.455 -2.566 -0.02
C -0.472 16.690 58.410 -0.051 1.189 -0.275 -0.02
C -0.983 17.999 58.711 -4.312 -4.176 -1.258 -0.04
C -0.212 18.961 59.270 -0.208 1.528 -0.503 -0.44
C 1.123 18.817 59.443 3.076 -1.191 0.759 -0.02
C 1.678 17.512 59.121 3.021 1.710 0.981 -0.02
C 0.927 16.517 58.596 -2.225 -2.487 -0.521 -0.36
O 1.560 15.296 58.318 -2.075 -2.525 -0.135 -0.05
O -0.862 20.117 59.529 0.581 3.239 -0.174 0.01
H -1.112 15.876 57.936 0.909 1.281 0.811 0.14
H -2.216 18.128 58.564 3.758 0.035 0.434 0.19
H 1.747 19.684 59.914 -1.062 -1.877 -1.034 0.15
H 2.806 17.197 59.263 -2.329 1.213 -0.141 0.16
H 0.925 14.402 58.228 2.111 4.230 0.364 0.20
H -0.322 20.936 59.246 -1.126 -2.102 0.785 0.16
C 2.338 15.830 52.075 -3.284 2.218 3.716 -0.06
C 1.617 15.486 53.267 1.334 -2.018 1.255 0.05
C 2.085 14.189 53.614 -2.863 -1.074 2.397 -0.28
C 2.833 13.342 52.796 2.329 -1.007 -1.096 -0.05
C 3.426 13.735 51.588 -2.087 3.967 1.168 0.01
C 3.135 15.126 51.301 2.142 -4.550 -1.598 -0.38
O 3.703 15.738 50.240 2.779 -1.239 -3.957 -0.02
O 1.558 13.661 54.864 0.205 1.445 -0.923 -0.04
H 2.295 16.852 52.033 -0.012 2.664 -1.516 0.08
H 0.899 16.164 54.071 2.461 -1.979 -2.853 0.19
H 3.262 12.375 53.094 -1.012 0.233 0.662 0.12
H 4.146 13.291 50.936 0.142 -1.023 0.126 0.10
H 4.280 15.096 49.522 -2.709 2.393 3.634 0.22
H 1.688 12.742 55.117 0.542 0.004 -0.911 0.08
C 5.104 21.767 57.951 -0.204 -0.917 1.930 0.00
C 5.012 20.500 58.652 0.444 2.398 -0.861 -0.01
C 4.751 20.413 60.003 -0.270 0.002 0.582 -0.30
C 4.529 21.593 60.728 -0.087 -0.200 -2.435 -0.02
C 4.472 22.823 60.092 0.988 0.772 -2.059 0.00
C 4.844 22.947 58.725 -0.057 -2.717 -1.980 -0.31
O 4.918 24.117 58.033 -0.215 1.481 1.838 0.03
O 4.682 19.124 60.564 1.460 0.965 -5.197 0.06
H 5.393 21.818 56.853 -0.394 -0.081 1.647 0.12
H 5.262 19.608 58.163 0.102 -1.156 -0.863 0.10
H 4.283 21.555 61.719 -0.553 -0.175 2.547 0.08
H 4.202 23.763 60.544 -0.011 -0.080 0.624 0.11
H 4.821 24.062 57.088 -0.021 -0.665 -0.336 0.09
H 4.447 19.128 61.423 -1.226 0.353 4.538 0.03
C 0.710 19.091 53.605 4.449 1.327 4.520 0.04
C 1.779 19.844 53.032 -2.196 0.449 -2.263 -0.02
C 2.665 20.630 53.782 -0.745 -1.674 2.212 -0.36
C 2.678 20.429 55.213 3.668 2.870 0.048 -0.01
C 1.828 19.572 55.867 -1.067 0.790 0.126 -0.04
C 0.865 18.998 55.097 -3.056 -2.467 -2.736 -0.23
O -0.085 18.125 55.667 0.415 1.550 -13.363 0.08
O 3.541 21.464 53.189 0.462 0.460 0.061 0.04
H 0.126 18.341 53.162 -0.989 -0.324 -0.901 0.08
H 1.766 20.038 51.875 0.198 -0.625 2.188 0.14
H 3.530 21.019 55.898 -2.463 -1.517 -2.134 0.15
H 1.664 19.531 56.955 0.799 -0.134 -0.511 0.11
H -0.081 18.066 56.484 0.467 -0.604 12.420 -0.10
H 3.225 21.725 52.308 0.050 -0.162 0.233 0.06
C -1.602 25.369 55.899 -0.407 0.863 0.600 -0.03
C -1.410 24.292 55.096 2.600 -0.853 -0.406 -0.02
C -0.105 23.782 54.890 2.072 -0.606 0.548 -0.29
C 0.982 24.269 55.586 -3.354 4.314 2.188 0.02
C 0.759 25.448 56.427 0.062 -1.388 0.104 0.01
C -0.516 25.921 56.614 -1.527 1.033 -0.977 -0.34
O -0.769 27.042 57.414 -1.391 1.149 -1.070 -0.03
O 0.231 22.772 53.999 -2.319 0.357 -0.667 0.02
H -2.604 25.847 55.955 0.744 -0.544 0.232 0.13
H -2.135 23.713 54.643 -1.886 -0.535 -1.024 0.09
H 1.938 23.929 55.532 2.487 -1.221 -0.543 0.07
H 1.501 25.975 57.036 0.235 -0.528 -0.504 0.12
H -1.540 27.623 57.028 2.282 -2.025 0.977 0.15
H 0.963 22.226 54.277 0.427 -0.115 0.506 0.05
```
Positions in Å, forces in eV/Å.

As for the total energy: -62475.7841 eV. The value obtained for the highest occupied orbital energy is -7.904 eV. Its LUMO energy is 0.46 eV. The value obtained for the max |F| is 13.46 eV Å⁻¹. For the energy relative to the best compared isomer or geometry (same formula, charge and spin), the calculation gives 712.5 kJ/mol. The gap between HOMO and LUMO is 0.307 Eh.